Entry 1:
DFT (ωB97M-V/def2-TZVPD) results for 9 unconnected molecules or ions with the total composition C18H54O9 in a non-equilibrium geometry.

Cartesian coordinates (Å):
C 4.168 4.441 8.068
C 5.075 5.437 7.276
O 4.790 5.255 5.915
H 4.375 4.504 9.137
H 4.321 3.399 7.788
H 3.121 4.628 7.828
H 6.128 5.374 7.548
H 4.882 6.480 7.528
H 5.331 5.905 5.458
C 0.993 1.007 -0.039
C 1.724 1.464 1.258
O 1.486 2.847 1.487
H 1.332 1.548 -0.922
H -0.096 1.023 0.015
H 1.328 0.005 -0.307
H 2.788 1.291 1.096
H 1.399 0.845 2.095
H 2.136 3.176 2.112
C -5.316 -0.902 3.557
C -6.688 -0.607 2.931
O -6.664 -0.896 1.555
H -5.060 -1.951 3.408
H -5.388 -0.677 4.621
H -4.617 -0.220 3.073
H -6.942 0.445 3.057
H -7.520 -1.100 3.434
H -7.521 -0.698 1.171
C -0.121 -3.988 8.769
C -1.210 -4.111 9.805
O -0.761 -5.014 10.805
H -0.430 -3.300 7.982
H 0.091 -4.945 8.292
H 0.881 -3.742 9.122
H -2.080 -4.613 9.380
H -1.444 -3.130 10.219
H -0.344 -4.534 11.524
C 0.484 8.686 -1.740
C 0.290 7.350 -2.477
O -0.643 6.450 -1.808
H 0.676 8.459 -0.691
H -0.416 9.296 -1.820
H 1.354 9.215 -2.129
H 1.253 6.846 -2.564
H -0.102 7.584 -3.467
H -0.144 6.168 -1.038
C 2.057 -7.801 2.081
C 0.875 -6.873 1.879
O 0.856 -6.410 0.547
H 1.991 -8.337 3.027
H 3.024 -7.308 1.983
H 2.063 -8.565 1.304
H 0.884 -6.027 2.565
H -0.046 -7.430 2.051
H -0.049 -6.172 0.333
C 4.335 -1.108 -7.487
C 4.808 -2.351 -8.213
O 4.765 -2.162 -9.603
H 4.176 -1.231 -6.415
H 3.415 -0.735 -7.937
H 5.030 -0.282 -7.636
H 4.205 -3.222 -7.955
H 5.849 -2.594 -8.000
H 5.252 -2.891 -9.995
C -3.146 2.573 -8.328
C -2.001 3.566 -8.171
O -2.596 4.835 -8.299
H -3.528 2.611 -9.349
H -3.899 2.817 -7.578
H -2.810 1.559 -8.111
H -1.181 3.460 -8.881
H -1.603 3.555 -7.157
H -3.243 4.842 -7.590
C -2.206 -3.930 -4.822
C -3.417 -3.422 -4.026
O -3.313 -3.818 -2.661
H -2.013 -4.981 -4.607
H -1.255 -3.478 -4.541
H -2.391 -3.773 -5.885
H -4.279 -3.912 -4.480
H -3.511 -2.347 -4.181
H -4.004 -3.359 -2.177

HOMO energy = -10.053 eV
SMILES string = CCO.CCO.CCO.CCO.CCO.CCO.CCO.CCO.CCO
Relative energy (zero: lowest compared OMol25 entry of this formula, charge and spin) = 105.9 kcal per mole
Calculated total energy = -1395.19802 a.u.

Entry 2:
DFT (ωB97M-V/def2-TZVPD) results for 2 unconnected molecules or ions with the total composition C4H13NS in a non-equilibrium geometry.

Cartesian coordinates (Å):
C 1.519 -1.228 1.660
C 1.590 0.195 2.235
S 0.407 1.406 1.692
H 1.702 -1.477 0.610
H 0.494 -1.625 1.766
H 2.135 -1.865 2.300
H 2.667 0.410 2.163
H 1.540 0.022 3.317
C -0.116 -0.407 -1.729
N -1.195 0.163 -0.897
C -1.990 1.210 -1.578
H 0.329 -1.214 -1.156
H -0.524 -0.824 -2.647
H 0.575 0.393 -1.969
H -0.719 0.707 -0.126
H -1.825 -0.486 -0.437
H -1.537 2.198 -1.473
H -2.941 1.421 -1.094
H -2.111 1.003 -2.637

HOMO energy = -6.341 eV
Relative energy (zero: lowest compared OMol25 entry of this formula, charge and spin) = 44.4 kcal per mole
Calculated total energy = -613.05822 a.u.

Entry 3:
DFT (ωB97M-V/def2-TZVPD) results for a gas-phase ion, C2H7N2 (charge +1) in a non-equilibrium geometry.

Cartesian coordinates (Å):
C 0.506 -0.037 0.447
C -0.353 0.060 -0.567
N -1.748 0.328 -0.183
N 1.796 -0.446 0.307
H 0.193 0.122 1.564
H 0.032 0.246 -1.580
H -1.857 1.309 0.137
H -2.281 0.287 -1.015
H -2.062 -0.403 0.553
H 2.148 -0.698 -0.579
H 2.574 -0.168 0.775

HOMO energy = -13.447 eV
SMILES string = N/C=C/[NH3+]
Charge = +1
Relative energy (zero: lowest compared OMol25 entry of this formula, charge and spin) = 39.4 kcal per mole
Calculated total energy = -189.61766 a.u.

Entry 4:
DFT (ωB97M-V/def2-TZVPD) results for a molecular structure, C29H46BN8O2S3W in a non-equilibrium geometry.

Cartesian coordinates (Å):
W -0.271 -0.003 0.453
C 1.458 2.586 -1.496
C 1.850 2.366 -0.076
C 2.729 3.170 0.650
C 2.728 2.661 1.928
N 1.907 1.602 1.961
N 1.356 1.413 0.726
B 1.450 0.789 3.190
N -0.017 1.133 3.508
C -0.519 1.857 4.524
C -1.891 1.778 4.465
C -2.165 0.979 3.346
C -3.504 0.566 2.840
N -1.021 0.605 2.773
N 1.527 -0.725 2.844
C 2.306 -1.644 3.434
C 2.087 -2.853 2.817
C 1.141 -2.596 1.822
C 0.575 -3.613 0.890
N 0.812 -1.299 1.848
N 2.318 1.000 4.421
C 2.021 0.544 5.668
C 3.170 0.562 6.411
C 4.163 1.035 5.523
C 5.623 1.219 5.776
N 3.640 1.283 4.337
H 2.206 3.215 -1.976
H 0.496 3.102 -1.537
H 1.358 1.664 -2.059
H 3.278 4.018 0.278
H 3.269 2.957 2.807
H 0.120 2.387 5.210
H -2.605 2.234 5.129
H -4.259 0.714 3.609
H -3.492 -0.479 2.542
H -3.779 1.155 1.962
H 2.972 -1.401 4.244
H 2.546 -3.800 3.040
H 1.290 -4.425 0.777
H 0.376 -3.181 -0.084
H -0.354 -4.029 1.286
H 1.026 0.226 5.932
H 3.289 0.278 7.444
H 5.799 1.639 6.765
H 6.045 1.878 5.020
H 6.144 0.261 5.719
C -3.869 3.687 0.568
C -2.731 2.797 0.133
S -1.280 2.869 0.986
C -2.851 2.006 -1.006
C -4.120 2.011 -1.813
S -1.582 1.036 -1.623
H -3.619 4.185 1.501
H -4.791 3.117 0.707
H -4.059 4.454 -0.187
H -4.564 3.005 -1.859
H -4.850 1.335 -1.359
H -3.916 1.664 -2.825
C -2.034 -2.647 -1.005
C -1.482 -1.514 -0.208
O -2.180 -0.969 0.665
H -2.866 -2.271 -1.603
H -2.426 -3.402 -0.321
H -1.290 -3.091 -1.660
C 1.849 -4.035 -5.421
C 1.309 -3.004 -4.434
C -0.161 -2.692 -4.671
S -0.610 -1.160 -3.739
O 0.278 -0.113 -4.293
C -2.286 -0.948 -4.517
C -2.312 0.239 -5.466
C -1.636 -0.053 -6.803
H 2.908 -4.219 -5.238
H 1.734 -3.681 -6.447
H 1.320 -4.985 -5.329
H 1.868 -2.071 -4.535
H 1.455 -3.359 -3.411
H -0.817 -3.492 -4.319
H -0.352 -2.494 -5.727
H -2.944 -0.776 -3.664
H -2.568 -1.879 -5.012
H -1.807 1.074 -4.976
H -3.354 0.525 -5.633
H -0.574 -0.242 -6.650
H -1.727 0.801 -7.474
H -2.092 -0.920 -7.288
C 1.239 -0.788 -0.979
H 2.245 -0.797 -0.546
H 1.303 -0.218 -1.906
H 1.042 -1.813 -1.300

HOMO energy (alpha / beta) = -6.733 / -7.599 eV
Relative energy (zero: lowest compared OMol25 entry of this formula, charge and spin) = 3.6 kcal per mole
2S+1 = 4
Calculated total energy = -3007.72945 a.u.

Entry 5:
DFT (ωB97M-V/def2-TZVPD) results for a molecular structure, C2H3I3O2 in a non-equilibrium geometry.

Cartesian coordinates (Å):
C -1.186 0.614 -0.579
C 0.103 0.093 0.010
O 0.406 -1.090 -0.573
O 0.080 -0.048 1.369
I -2.690 -0.874 -0.564
I -1.804 2.484 0.185
I 1.735 1.578 -0.514
H -0.783 0.923 -2.241
H 0.984 -1.607 0.008
H -0.230 0.752 1.815

HOMO energy = -9.119 eV
Relative energy (zero: lowest compared OMol25 entry of this formula, charge and spin) = 52.4 kcal per mole
Calculated total energy = -1121.46608 a.u.

Entry 6:
DFT (ωB97M-V/def2-TZVPD) results for a single C6H7N2P molecule in a non-equilibrium geometry.

Cartesian coordinates (Å):
C -1.778 0.915 0.904
C -2.023 -0.294 1.488
C -0.586 1.193 0.269
C -1.060 -1.263 1.229
C 0.295 0.143 0.046
C 1.604 0.279 -0.783
N -0.038 -1.046 0.419
N 2.102 1.433 -0.776
P 2.213 -1.470 -1.432
H -2.651 1.543 1.047
H -2.899 -0.486 1.969
H -0.263 2.136 -0.081
H -1.285 -2.298 1.512
H 2.946 1.681 -1.329
H 2.577 -0.904 -2.666
H 0.846 -1.561 -1.815

HOMO energy = -9.007 eV
SMILES string = [H]/N=C(\P)c1ccccn1
Relative energy (zero: lowest compared OMol25 entry of this formula, charge and spin) = 0.0 kcal per mole
Calculated total energy = -683.63527 a.u.

Entry 7:
DFT (ωB97M-V/def2-TZVPD) results for a molecular structure, C54H60AsN2O2SSn in a non-equilibrium geometry.

Cartesian coordinates (Å):
Sn -1.067 -0.380 -0.595
C 4.786 2.015 3.173
C 4.124 0.888 3.971
C 3.684 1.461 5.332
C 5.160 -0.224 4.197
C 2.919 0.319 3.247
C 2.633 0.590 1.965
C 1.386 0.139 1.398
N 0.923 0.501 0.253
C 1.429 1.280 -0.737
C 2.758 1.284 -1.221
C 3.070 2.087 -2.275
C 2.054 2.967 -2.740
C 0.734 2.958 -2.348
C 0.375 1.996 -1.362
O -0.851 1.739 -0.973
C -0.231 3.974 -2.988
C -1.671 3.888 -2.475
C 0.298 5.381 -2.669
C -0.253 3.740 -4.505
C 4.431 2.083 -2.966
C 5.114 3.437 -2.716
C 5.331 0.969 -2.437
C 4.226 1.874 -4.474
C 0.385 -0.566 2.237
O -0.756 -0.751 1.781
C 0.804 -0.991 3.568
C 2.010 -0.552 3.992
C -0.141 -1.769 4.491
C -0.859 -2.924 3.775
C 0.614 -2.366 5.682
C -1.189 -0.768 5.011
H 5.541 2.498 3.794
H 5.289 1.636 2.281
H 4.061 2.776 2.875
H 4.506 2.027 5.770
H 2.834 2.137 5.216
H 3.410 0.680 6.042
H 6.032 0.189 4.708
H 4.760 -1.037 4.808
H 5.490 -0.643 3.244
H 3.273 1.206 1.351
H 3.464 0.583 -0.795
H 2.340 3.686 -3.498
H -1.722 3.993 -1.392
H -2.249 4.698 -2.925
H -2.136 2.940 -2.748
H 0.331 5.537 -1.588
H 1.303 5.539 -3.063
H -0.358 6.138 -3.104
H -0.552 2.712 -4.724
H -0.969 4.416 -4.978
H 0.724 3.913 -4.961
H 5.263 3.596 -1.647
H 6.089 3.462 -3.208
H 4.517 4.265 -3.102
H 5.585 1.126 -1.385
H 4.861 -0.011 -2.545
H 6.264 0.956 -3.002
H 3.671 2.696 -4.928
H 5.193 1.809 -4.976
H 3.678 0.949 -4.663
H 2.337 -0.846 4.979
H -0.154 -3.699 3.464
H -1.568 -3.379 4.471
H -1.412 -2.581 2.906
H 1.475 -2.953 5.353
H 0.958 -1.598 6.379
H -0.054 -3.025 6.236
H -1.798 -0.385 4.191
H -1.845 -1.256 5.735
H -0.703 0.076 5.504
S -1.310 -0.508 -3.131
C -3.028 -0.442 -3.535
C -3.335 -0.418 -4.901
C -4.645 -0.492 -5.336
C -5.689 -0.571 -4.418
C -5.404 -0.530 -3.069
C -4.081 -0.472 -2.621
As -3.777 -0.366 -0.737
C -3.909 -2.207 -0.157
C -3.733 -2.478 1.201
C -3.728 -3.790 1.649
C -3.877 -4.832 0.741
C -4.036 -4.563 -0.610
C -4.057 -3.249 -1.063
C -5.376 0.446 -0.052
C -5.558 1.811 -0.263
C -6.716 2.423 0.186
C -7.680 1.677 0.854
C -7.490 0.319 1.067
C -6.332 -0.303 0.619
H -2.522 -0.353 -5.612
H -4.855 -0.487 -6.398
H -6.713 -0.657 -4.755
H -6.212 -0.572 -2.349
H -3.600 -1.661 1.903
H -3.596 -4.002 2.703
H -3.871 -5.857 1.090
H -4.142 -5.376 -1.316
H -4.191 -3.036 -2.116
H -4.800 2.389 -0.779
H -6.867 3.481 0.021
H -8.581 2.158 1.211
H -8.245 -0.260 1.583
H -6.188 -1.363 0.783
C -0.601 -2.649 -0.606
C 0.809 -3.064 -0.472
C 1.487 -3.583 -1.576
C 2.717 -4.199 -1.428
C 3.325 -4.241 -0.178
C 2.710 -3.636 0.915
C 1.460 -3.067 0.765
C 4.591 -4.911 -0.004
N 5.592 -5.453 0.145
H -1.219 -2.848 0.265
H -1.085 -2.860 -1.552
H 1.025 -3.520 -2.554
H 3.209 -4.660 -2.274
H 3.202 -3.644 1.878
H 0.962 -2.635 1.616

HOMO energy (alpha / beta) = -10.201 / -10.201 eV
Charge = +1
Calculated total energy = -5201.75542 a.u.

Entry 8:
DFT (ωB97M-V/def2-TZVPD) results for 2 unconnected molecules or ions with the total composition C9H18N2 in a non-equilibrium geometry.

Cartesian coordinates (Å):
C -0.645 1.176 0.427
C 2.310 -0.560 -0.413
C -1.439 0.176 0.041
C -0.289 2.248 -0.585
C -0.043 1.382 1.778
C 1.763 -1.337 -1.522
C 2.345 -1.111 0.930
C -2.067 -0.863 0.871
C -1.816 0.012 -1.432
N 2.795 0.615 -0.405
N 3.324 1.618 -0.223
H -1.035 2.085 -1.319
H 0.662 2.100 -0.888
H -0.448 3.223 -0.319
H -0.822 1.492 2.516
H 0.514 2.311 1.737
H 0.619 0.664 1.891
H 1.159 -0.807 -2.106
H 1.130 -2.150 -1.173
H 2.489 -1.814 -2.080
H 3.377 -1.506 1.228
H 1.725 -1.951 0.979
H 2.312 -0.453 1.789
H -2.055 -0.783 1.924
H -1.327 -1.692 0.773
H -3.012 -1.198 0.664
H -2.549 0.653 -1.885
H -2.198 -0.892 -1.542
H -0.911 0.286 -2.020

HOMO energy = -7.648 eV
Relative energy (zero: lowest compared OMol25 entry of this formula, charge and spin) = 110.7 kcal per mole
Calculated total energy = -463.05945 a.u.

Entry 9:
DFT (ωB97M-V/def2-TZVPD) results for a molecular structure, C6H6N3P in a non-equilibrium geometry.

Cartesian coordinates (Å):
C 2.440 -0.382 -0.253
C 1.775 0.814 -0.088
C 1.715 -1.529 -0.021
C -0.221 -0.507 -0.191
C 0.412 0.737 -0.175
C -2.008 0.236 -0.136
N 0.408 -1.643 0.031
N -1.785 1.469 -0.009
N -0.458 1.822 0.004
P -3.431 -0.844 -0.026
H 3.555 -0.263 -0.310
H 2.349 1.836 -0.001
H 2.366 -2.498 0.091
H -0.175 2.603 -0.537
H -4.197 -0.068 0.790
H -2.745 -1.785 0.831

HOMO energy = -8.524 eV
Relative energy (zero: lowest compared OMol25 entry of this formula, charge and spin) = 39.3 kcal per mole
Calculated total energy = -737.73029 a.u.

Entry 10:
DFT (ωB97M-V/def2-TZVPD) results for a molecular structure, C2H34HfO16 in a non-equilibrium geometry.

Cartesian coordinates (Å):
Hf 0.224 1.480 2.368
C -1.039 4.383 2.665
O -0.822 3.088 2.130
H -0.915 5.046 1.894
H -0.270 4.501 3.430
H -1.995 4.640 3.062
C -0.118 -0.207 -0.416
O -0.126 0.806 0.585
H -0.111 -1.128 0.082
H 0.834 -0.122 -0.952
H -0.999 -0.069 -1.077
O 0.037 -3.664 0.582
H -0.762 -4.001 1.011
H -0.304 -3.129 -0.126
O 2.409 -2.748 1.291
H 1.678 -3.246 0.901
H 2.138 -2.985 2.205
O 3.676 -0.696 -0.220
H 3.083 -0.653 -0.964
H 3.238 -1.359 0.316
O -3.450 0.864 -1.860
H -3.732 1.533 -2.480
H -3.169 1.244 -1.039
O 1.147 2.101 -2.015
H 0.386 1.646 -1.625
H 1.000 2.231 -2.920
O 2.154 0.758 1.768
H 2.826 0.412 2.343
H 2.580 0.553 0.930
O 0.121 -0.383 -3.745
H -0.162 -1.225 -3.439
H 0.981 -0.204 -3.357
O -2.791 -1.752 -1.433
H -2.942 -0.809 -1.593
H -1.967 -1.949 -1.866
O -0.425 -2.728 -2.443
H -0.890 -3.548 -2.521
H 0.470 -2.893 -2.162
O 2.966 -0.319 -2.933
H 3.224 0.568 -2.991
H 3.413 -0.700 -3.663
O 0.309 -0.697 2.972
H -0.244 -1.439 2.777
H 0.640 -1.004 3.827
O -1.900 0.820 2.399
H -2.201 -0.088 2.155
H -2.722 1.250 2.594
O -2.999 -1.401 1.388
H -3.713 -0.736 1.276
H -2.915 -1.867 0.578
O 1.364 3.059 0.417
H 1.198 4.031 0.329
H 1.607 2.748 -0.437

HOMO energy = -15.752 eV
Charge = +2
Calculated total energy = -1347.96486 a.u.